Entry 1:
Density functional theory data (wB97M-V/def2-TZVPD) for C36H42ClCuN3P2Si2 as an isolated structure.

Properties
HOMO level (alpha / beta): -0.2618 / -0.2733 Ha
energy relative to the best compared isomer or geometry (same formula, charge and spin): 0.00 kcal/mol
<S²>: 0.7559
multiplicity: 2
gap between HOMO and LUMO (alpha / beta): 0.2634 / 0.2593 hartree
LUMO (alpha / beta): 0.0 / -0.4 eV

Element x y z (Å)
Cu  -0.003  -0.964  -1.299
C  2.907  -3.493  -0.057
Si  3.284  -1.663  0.072
C  4.106  -1.410  1.731
C  4.579  -1.334  -1.238
N  1.838  -0.755  -0.099
P  1.543  0.822  -0.200
C  0.016  1.003  -0.976
P  -1.458  0.816  -0.104
N  -1.739  -0.762  0.005
Si  -3.208  -1.651  0.123
C  -3.016  -3.001  1.419
C  -3.640  -2.460  -1.506
C  -4.693  -0.634  0.614
C  -2.745  1.655  -1.112
C  -3.776  2.412  -0.566
C  -4.769  2.954  -1.374
C  -4.750  2.735  -2.742
C  -3.727  1.978  -3.302
C  -2.731  1.451  -2.496
C  -1.602  1.629  1.516
C  -1.897  0.878  2.650
C  -2.032  1.496  3.887
C  -1.862  2.868  4.000
C  -1.548  3.623  2.875
C  -1.421  3.006  1.642
C  2.775  1.678  -1.253
C  3.976  2.158  -0.733
C  4.926  2.740  -1.561
C  4.688  2.843  -2.924
C  3.493  2.374  -3.453
C  2.539  1.804  -2.621
C  1.695  1.692  1.389
C  1.786  3.085  1.430
C  1.844  3.749  2.644
C  1.804  3.028  3.833
C  1.704  1.646  3.802
C  1.651  0.981  2.583
H  3.851  -4.046  -0.077
H  2.366  -3.733  -0.975
H  2.329  -3.862  0.797
H  4.989  -2.053  1.800
H  3.438  -1.667  2.557
H  4.435  -0.376  1.872
H  5.275  -2.178  -1.253
H  5.156  -0.427  -1.051
H  4.135  -1.241  -2.234
H  -2.767  -3.966  0.969
H  -3.944  -3.141  1.979
H  -2.226  -2.758  2.134
H  -2.792  -3.007  -1.920
H  -3.938  -1.699  -2.233
H  -4.471  -3.163  -1.394
H  -4.517  -0.042  1.516
H  -5.523  -1.317  0.819
H  -5.001  0.045  -0.184
H  -3.820  2.579  0.503
H  -5.561  3.544  -0.930
H  -5.523  3.157  -3.371
H  -3.702  1.808  -4.371
H  -1.914  0.895  -2.939
H  -2.003  -0.196  2.558
H  -2.265  0.905  4.764
H  -1.968  3.352  4.963
H  -1.399  4.692  2.964
H  -1.170  3.596  0.767
H  4.174  2.085  0.331
H  5.852  3.112  -1.141
H  5.427  3.299  -3.571
H  3.299  2.463  -4.515
H  1.589  1.469  -3.018
H  1.810  3.651  0.505
H  1.916  4.829  2.667
H  1.853  3.546  4.783
H  1.666  1.083  4.726
H  1.559  -0.098  2.549
Cl  -0.150  -5.948  0.953
C  -0.143  -5.057  -0.526
C  -0.137  -5.710  -1.743
C  -0.094  -4.945  -2.896
C  -0.055  -3.569  -2.784
N  -0.077  -2.947  -1.600
C  -0.121  -3.675  -0.485
H  -0.155  -6.790  -1.781
H  -0.082  -5.410  -3.872
H  -0.012  -2.936  -3.661
H  -0.123  -3.129  0.451

Force components x, y, z for each atom (eV/Å):
0.030 -0.225 0.630
-0.027 -0.150 0.019
-0.105 0.016 -0.084
0.072 0.058 0.145
0.061 0.046 -0.163
-0.016 0.282 -0.056
0.093 0.185 -0.364
0.034 -0.200 0.406
-0.240 0.174 -0.407
-0.109 0.232 -0.134
0.186 -0.005 0.003
0.098 -0.108 0.065
-0.060 -0.019 -0.139
-0.137 0.147 0.031
-0.040 -0.012 0.008
-0.014 0.012 0.056
0.033 -0.019 0.015
0.021 -0.019 -0.002
-0.003 0.017 0.032
0.062 0.010 0.095
-0.005 -0.007 0.055
0.025 0.037 0.006
0.003 0.010 -0.055
-0.034 -0.021 -0.058
-0.064 -0.090 0.012
0.001 -0.003 -0.038
0.014 0.037 0.070
0.007 -0.083 0.072
0.002 -0.022 -0.026
-0.013 -0.004 0.012
-0.024 -0.009 0.055
0.004 -0.024 0.035
0.102 0.020 0.027
0.041 -0.043 0.006
0.066 -0.092 0.037
0.060 0.024 -0.089
0.001 0.015 -0.071
-0.074 -0.004 -0.006
-0.024 0.007 0.030
0.136 -0.014 0.031
0.017 0.014 -0.074
-0.008 0.029 0.025
0.030 0.009 -0.006
-0.022 -0.020 0.020
0.033 0.046 -0.041
-0.025 0.029 -0.005
0.014 -0.018 0.027
0.047 -0.011 0.006
0.017 0.001 -0.015
-0.034 -0.005 0.005
0.028 -0.053 -0.027
0.025 -0.029 -0.007
0.012 0.033 0.000
-0.016 0.004 -0.005
-0.014 0.031 0.002
-0.005 -0.031 0.056
0.006 -0.010 -0.008
0.003 0.001 0.009
0.002 -0.009 -0.002
0.011 0.000 0.002
0.006 -0.030 0.025
-0.038 -0.017 -0.011
-0.003 -0.011 0.000
0.007 -0.002 0.010
0.006 0.003 -0.008
-0.025 -0.010 -0.004
-0.004 -0.018 -0.021
-0.005 0.000 0.007
0.000 -0.012 0.000
-0.008 0.001 0.006
-0.008 -0.014 -0.003
0.013 -0.010 0.002
0.002 0.008 -0.007
-0.018 0.008 0.001
-0.006 -0.008 -0.003
0.021 -0.002 -0.006
-0.021 0.046 -0.034
-0.066 -0.037 0.132
0.008 -0.085 -0.024
0.034 -0.022 -0.032
-0.032 0.075 0.082
0.019 -0.170 -0.277
-0.125 0.127 -0.062
-0.006 0.007 -0.001
0.001 0.003 0.003
-0.003 0.012 0.010
-0.029 -0.010 -0.009

Entry 2:
Density functional theory data (wB97M-V/def2-TZVPD) for one molecule with the formula C23H25N3O5 at a distorted geometry.

Properties
HOMO level: -0.2789 Ha
energy relative to the best compared isomer or geometry (same formula, charge and spin): 101.05 kcal/mol
gap between HOMO and LUMO: 0.3010 hartree
LUMO: 0.6 eV

Element x y z (Å)
C  -1.505  2.321  3.164
H  -1.501  1.597  3.978
O  -0.510  3.262  3.490
C  -0.258  4.281  2.622
C  0.760  5.159  2.988
C  1.085  6.214  2.159
C  0.418  6.406  0.964
C  -0.598  5.531  0.596
C  -0.945  4.473  1.428
H  -1.743  3.802  1.159
O  -1.201  5.797  -0.607
C  -2.188  4.917  -1.082
C  -1.661  3.540  -1.337
C  -0.489  3.091  -1.869
C  -0.599  1.675  -1.796
N  -1.751  1.342  -1.262
O  -2.413  2.486  -0.973
C  0.468  0.777  -2.315
O  1.388  1.278  -2.946
N  0.386  -0.552  -2.104
C  -0.555  -1.263  -1.272
H  -1.353  -0.595  -0.958
C  0.186  -1.849  -0.056
N  1.256  -2.726  -0.477
C  1.008  -4.084  -0.669
C  1.384  -4.759  -1.827
C  1.194  -6.124  -1.973
C  0.607  -6.849  -0.959
C  0.232  -6.207  0.212
C  0.437  -4.848  0.378
O  0.128  -4.176  1.536
C  -0.316  -4.914  2.646
H  -0.421  -4.190  3.453
H  0.410  -5.679  2.939
H  -1.287  -5.385  2.459
H  -0.208  -6.790  1.005
H  0.444  -7.910  -1.061
H  1.501  -6.609  -2.887
H  1.837  -4.218  -2.643
C  2.172  -2.022  -1.344
C  1.469  -1.399  -2.562
H  2.164  -0.784  -3.136
H  1.050  -2.179  -3.205
H  2.974  -2.689  -1.661
H  2.617  -1.210  -0.756
H  -0.513  -2.391  0.575
H  0.623  -1.029  0.525
H  -0.981  -2.085  -1.860
H  0.336  3.649  -2.254
H  -3.044  4.853  -0.395
H  -2.529  5.363  -2.023
H  0.665  7.220  0.304
H  1.873  6.894  2.445
H  1.277  4.991  3.918
H  -1.284  1.806  2.224
H  -2.495  2.785  3.101

Force components x, y, z for each atom (eV/Å):
-0.165 -0.163 -0.057
-0.040 0.028 -0.073
0.209 0.274 -0.005
0.214 0.215 0.045
-0.105 -0.225 0.132
-0.107 -0.111 -0.026
-0.202 -0.027 -0.280
0.302 0.219 0.212
-0.305 -0.231 -0.040
-0.067 -0.090 -0.021
0.190 0.040 0.100
-0.362 -0.118 -0.030
0.948 -0.208 -0.467
-0.672 0.106 0.260
-0.599 0.975 0.265
0.227 -0.790 -0.139
-0.135 0.613 0.055
0.219 -0.513 -0.217
-0.105 0.340 0.089
0.108 -0.065 -0.155
-0.219 -0.095 0.623
0.098 -0.314 -0.036
-0.551 0.114 -0.209
0.287 0.029 0.290
-0.027 -0.127 0.092
-0.036 0.100 0.075
-0.022 -0.188 0.005
0.054 -0.020 -0.112
-0.088 0.058 0.173
-0.097 0.038 0.098
0.274 0.009 -0.487
-0.093 -0.121 0.188
-0.014 -0.094 -0.017
-0.032 0.018 -0.024
0.062 0.003 0.003
-0.039 -0.003 0.105
-0.014 -0.092 -0.010
0.025 -0.039 -0.077
0.018 0.111 -0.044
-0.007 0.061 -0.312
0.506 -0.029 -0.074
-0.099 -0.150 0.035
0.025 0.034 0.012
0.010 0.040 0.020
0.028 -0.026 -0.083
0.041 0.107 -0.023
-0.072 0.012 0.022
-0.036 0.049 0.038
0.177 0.154 -0.081
0.090 0.018 -0.090
-0.012 -0.101 0.207
0.040 0.111 -0.090
0.073 0.062 0.026
0.069 -0.023 0.118
-0.013 0.039 0.011
0.040 -0.015 -0.021

Entry 3:
Density functional theory data (wB97M-V/def2-TZVPD) for a 2-piece molecular cluster, C5H14S overall at a distorted geometry.

Properties
HOMO level (alpha / beta): -0.5266 / -0.5265 Ha
energy relative to the best compared isomer or geometry (same formula, charge and spin): 4.62 kcal/mol
<S²>: 0.7530
multiplicity: 2
charge: +1
gap between HOMO and LUMO (alpha / beta): 0.4040 / 0.2153 hartree
LUMO (alpha / beta): -3.3 / -8.5 eV

Element x y z (Å)
C  -1.063  2.286  -0.373
C  -1.783  1.049  -0.908
C  -0.641  2.186  1.079
H  -0.176  2.386  -1.001
H  -1.669  3.151  -0.632
H  -2.436  1.292  -1.750
H  -1.504  2.153  1.744
H  -0.053  1.277  1.239
H  -2.559  0.591  -0.280
H  -1.094  0.256  -1.197
H  -0.069  3.056  1.387
C  2.273  -2.433  1.124
C  0.568  -1.908  -0.999
S  0.583  -2.208  0.754
H  2.965  -2.088  0.362
H  2.514  -1.906  2.063
H  2.476  -3.476  1.411
H  -0.478  -1.928  -1.303
H  1.083  -2.765  -1.453
H  1.063  -0.972  -1.267

Force components x, y, z for each atom (eV/Å):
0.038 -0.561 -0.729
-1.128 -0.238 -0.078
-0.421 0.240 0.064
0.146 0.198 0.042
-0.044 0.214 0.529
0.602 0.097 -0.482
-0.071 -0.167 -0.011
0.089 0.057 0.082
0.469 0.182 0.704
0.028 0.004 -0.124
0.276 -0.005 0.007
0.993 0.083 0.916
-0.176 -0.650 -0.002
-0.193 0.202 -0.183
-0.178 -0.101 -0.254
-0.336 0.106 -0.201
-0.249 -0.034 -0.375
0.089 0.202 -0.015
0.069 0.202 -0.038
-0.005 -0.032 0.148